(1)
DFT (ωB97M-V with the def2-TZVPD basis set) results for a structure of composition C41H39AsN3O4STa in a non-equilibrium geometry.

The geometry in XYZ format:
```
90
Properties=species:S:1:pos:R:3:mulliken_charge:R:1
Ta -0.59703 0.90303 0.54931 0.8476
O -1.81083 6.21203 -0.17449 -0.6595
C -2.56183 5.47733 -1.00839 0.1679
C -3.15303 6.10463 -2.10529 -0.6819
C -3.89973 5.38363 -3.01269 -0.4373
C -4.08283 4.01583 -2.85159 -0.5818
C -3.51373 3.38143 -1.77119 -0.1023
C -2.75003 4.09563 -0.84349 0.1370
C -2.07033 3.33843 0.20221 1.2859
O -2.08523 2.04863 0.11281 -0.7387
N -1.41283 3.93963 1.15561 -1.5398
N -0.67923 3.04773 1.88591 0.5062
C -0.23053 3.38673 3.03811 -0.8838
C 0.58647 2.50793 3.82301 0.7452
C 0.95507 2.92043 5.10861 -0.8104
C 1.70087 2.11753 5.93791 -0.9136
C 2.08227 0.85383 5.49711 -0.8803
C 1.75797 0.42613 4.23111 -0.3541
C 1.01917 1.23613 3.34391 0.6336
O 0.76237 0.80683 2.13441 0.7458
H -1.47193 5.62473 0.53631 0.4234
H -3.00073 7.16443 -2.22619 0.4391
H -4.34573 5.88823 -3.85579 0.3945
H -4.65843 3.45333 -3.56979 0.4380
H -3.61383 2.31593 -1.61839 0.2697
H -0.48713 4.36263 3.46141 0.3425
H 0.62457 3.89083 5.44981 0.3964
H 1.98087 2.46273 6.92011 0.4057
H 2.62607 0.19333 6.15511 0.4808
H 2.05807 -0.55657 3.89501 0.3133
S -1.85093 -0.74447 2.07421 -0.5074
C -0.65533 -1.79917 2.79971 0.6197
C -0.91723 -2.32477 4.06721 -0.5406
C -0.01703 -3.17077 4.67971 -0.7918
C 1.17157 -3.50237 4.04651 -0.7467
C 1.43357 -2.99647 2.78481 -0.2844
C 0.53017 -2.15827 2.14031 -0.6835
As 0.86517 -1.44327 0.35561 1.6696
C 2.85067 -1.50627 0.36321 0.2826
C 3.54547 -0.65047 1.21821 -0.2660
C 4.92837 -0.58687 1.20001 -0.6343
C 5.64457 -1.35227 0.29291 -0.6448
C 4.96887 -2.18107 -0.58779 -0.8265
C 3.58507 -2.26077 -0.54969 -0.5396
C 0.54927 -3.09027 -0.72629 0.3915
C 0.44387 -3.00027 -2.11329 -0.4711
C 0.24477 -4.13797 -2.88029 -0.6897
C 0.15287 -5.38117 -2.27449 -0.7034
C 0.22827 -5.47627 -0.89529 -0.7792
C 0.41337 -4.33897 -0.12739 -0.4860
H -1.84043 -2.05877 4.56161 0.4621
H -0.24183 -3.57097 5.65761 0.4019
H 1.87627 -4.16357 4.52811 0.4327
H 2.35987 -3.24877 2.27611 0.4102
H 2.98637 -0.01957 1.89591 0.0421
H 5.44857 0.06163 1.89231 0.4686
H 6.72237 -1.28937 0.26261 0.3747
H 5.52147 -2.77627 -1.30099 0.4482
H 3.05227 -2.91527 -1.23189 0.4863
H 0.48037 -2.01817 -2.56519 0.6568
H 0.14527 -4.05007 -3.95419 0.4769
H 0.01197 -6.27067 -2.86999 0.3721
H 0.13907 -6.43637 -0.40799 0.4296
H 0.43987 -4.42367 0.95291 0.2960
N 3.11517 0.21473 -2.85179 -0.3377
C 2.06777 0.57893 -2.07579 0.1775
O 0.99637 0.00563 -2.14599 -0.2512
C 2.30407 1.73463 -1.13249 -0.3444
C 0.99287 2.26473 -0.55469 -1.8264
H 3.00907 -0.60427 -3.43129 0.2450
H 4.04327 0.56263 -2.68199 0.2043
H 2.85577 2.51673 -1.67179 0.5077
H 2.94977 1.37083 -0.32179 0.1472
H 0.44437 2.76953 -1.35799 0.6623
H 1.25627 3.03233 0.17741 0.4773
C -2.62183 -0.44367 -4.36309 -1.6849
C -3.15733 -1.01017 -3.04339 2.1765
C -3.09193 -2.54057 -3.05819 -1.5974
C -4.60633 -0.55387 -2.83829 -1.6101
C -2.32163 -0.51697 -1.94749 -0.6619
C -1.59683 -0.12067 -1.06479 1.1636
H -3.19773 -0.83307 -5.20119 0.4408
H -1.57763 -0.71277 -4.49529 0.3141
H -2.68863 0.64193 -4.36649 0.3322
H -3.69573 -2.94357 -3.86929 0.4850
H -3.46283 -2.94137 -2.11789 0.3690
H -2.06483 -2.87167 -3.18329 0.1062
H -5.22853 -0.90637 -3.65959 0.4601
H -4.66763 0.53153 -2.80519 0.1541
H -5.00133 -0.94587 -1.90409 0.3751
```

LUMO = -0.841 eV
HOMO-LUMO gap = 6.808 eV
HOMO energy = -7.65 eV

(2)
DFT (ωB97M-V with the def2-TZVPD basis set) results for an isolated molecule of C18H21ClN2O6S in a non-equilibrium geometry.

The geometry in XYZ format:
```
49
Properties=species:S:1:pos:R:3:mulliken_charge:R:1
C -0.59518 -4.32501 2.40597 -0.9254
H -1.12509 -5.26803 2.30239 0.3072
H -1.23062 -3.57648 2.87142 0.2625
H 0.30735 -4.46679 2.99110 0.3614
S -0.07719 -3.74570 0.77086 0.0629
C -1.73464 -3.59973 -0.00152 -0.7340
C -1.69205 -2.99294 -1.39731 -1.1551
H -2.67268 -3.14496 -1.85178 0.4272
H -0.94374 -3.50859 -2.00166 0.3613
C -1.40349 -1.48990 -1.42403 0.3041
N -0.04431 -1.18216 -1.05446 0.1816
C 0.59894 -0.12014 -1.56981 0.6809
O 0.09491 0.65206 -2.36245 -0.7167
C 1.99875 0.09053 -1.06463 -0.1585
C 2.37263 1.40799 -0.80443 -0.7842
C 3.63307 1.71934 -0.33773 -0.6121
C 4.54454 0.68851 -0.14891 -0.1393
C 4.21676 -0.62749 -0.43973 -0.4925
C 2.94335 -0.92610 -0.89884 0.7031
Cl 2.59533 -2.56777 -1.30211 -0.1761
H 4.95625 -1.40272 -0.30842 0.5878
N 5.87160 0.98953 0.34598 1.0020
O 6.11842 2.14545 0.60611 -0.6053
O 6.64503 0.06774 0.47115 -0.6148
H 3.92540 2.73562 -0.12455 0.4988
H 1.64858 2.18626 -0.98939 0.5869
H 0.37186 -1.74819 -0.32654 -0.0236
C -2.42320 -0.70555 -0.58527 0.1510
O -3.57646 -1.01899 -0.46482 -0.6118
O -1.85248 0.36461 -0.04874 -0.2844
C -2.68195 1.33089 0.60585 0.0685
C -2.97517 2.48376 -0.36423 0.0560
O -4.09421 2.85380 -0.59343 -0.6001
C -1.72205 3.11573 -0.89223 0.0198
H -1.13906 2.35671 -1.42032 -0.0856
H -1.97757 3.91785 -1.58498 0.4116
C -0.91823 3.65997 0.29770 -0.9963
C -0.61844 2.55765 1.30778 -0.0108
C -1.90886 1.90324 1.79573 -1.0369
H -2.54388 2.63669 2.29568 0.3972
H -1.68435 1.10241 2.50299 0.3900
H 0.00946 1.79470 0.84453 -0.0793
H -0.07663 2.97314 2.15935 0.4111
H -1.49401 4.45221 0.78231 0.3993
H 0.01188 4.09993 -0.06613 0.4241
H -3.62107 0.85453 0.91173 0.5553
H -1.54105 -1.11240 -2.44902 0.3510
H -2.35661 -2.99988 0.66275 0.3970
H -2.13981 -4.61136 -0.05391 0.4834
```

LUMO = -1.027 eV
HOMO-LUMO gap = 8.219 eV
SMILES = CSCC[C@H](NC(=O)c1ccc([N+](=O)[O-])cc1Cl)C(=O)O[C@H]1CCCCC1=O
HOMO energy = -9.25 eV

(3)
DFT (ωB97M-V with the def2-TZVPD basis set) results for a structure of composition C44H63Cl5GeN2O4Sc.

The geometry in XYZ format:
```
120
Properties=species:S:1:pos:R:3:mulliken_spin:R:1
Sc -0.23818 0.29281 0.23016 -0.0508
C -3.51634 1.41342 -4.32721 -0.0001
C -2.66626 0.18682 -3.99559 0.0018
C -3.51998 -1.07438 -4.12073 0.0003
C -1.48507 0.10785 -4.95386 0.0009
O -2.11095 0.30880 -2.68900 0.0189
Ge -3.10397 0.24730 -1.14675 -0.0009
O -1.78668 -0.92338 -0.22126 0.0270
C -2.25857 -2.20574 0.27458 0.0032
C -1.07521 -3.16436 0.27133 -0.0110
C -3.33132 -2.79761 -0.63914 0.0005
C -2.86033 -1.96142 1.65405 -0.0019
O -1.97029 1.60724 -0.31498 -0.0227
C -2.73055 2.83382 -0.06070 -0.0027
C -3.59532 2.62052 1.17727 0.0001
C -1.82157 4.04007 0.13303 0.0002
C -3.61347 3.14990 -1.27079 -0.0003
H -3.91399 1.34331 -5.34135 -0.0001
H -4.36010 1.50216 -3.63900 0.0000
H -2.91193 2.31822 -4.25990 0.0001
H -3.86715 -1.20502 -5.14719 0.0000
H -2.93724 -1.95317 -3.84644 0.0000
H -4.39764 -1.02111 -3.47226 -0.0001
H -1.82067 0.04280 -5.99042 -0.0001
H -0.85881 0.99413 -4.84385 0.0000
H -0.87409 -0.76480 -4.72516 -0.0007
H -0.86244 -3.46178 -0.75269 -0.0057
H -0.17509 -2.70993 0.68532 0.0172
H -1.30474 -4.06199 0.84768 0.0021
H -2.98256 -2.84339 -1.67071 -0.0002
H -3.53783 -3.81768 -0.30954 0.0002
H -4.26498 -2.23826 -0.60067 -0.0004
H -2.14229 -1.51900 2.33946 0.0008
H -3.69355 -1.26018 1.56178 -0.0003
H -3.24016 -2.89199 2.07998 -0.0001
H -2.97634 2.42501 2.05069 0.0000
H -4.19845 3.50830 1.37605 0.0000
H -4.26942 1.77456 1.03296 -0.0001
H -1.31530 4.03417 1.09076 0.0000
H -1.08787 4.10530 -0.66850 0.0001
H -2.43340 4.94246 0.10592 0.0000
H -4.41352 2.42552 -1.42050 -0.0001
H -4.08924 4.11761 -1.10813 0.0000
H -3.01182 3.21257 -2.17695 0.0000
Cl -0.23640 5.06935 5.88179 0.0000
C -0.38986 3.74804 4.78988 -0.0002
C 0.22496 3.79184 3.54150 -0.0010
Cl 1.10140 5.19095 3.05595 0.0000
C 0.10387 2.71051 2.68367 -0.0060
Cl 0.92488 2.69832 1.15355 -0.0064
C -0.67343 1.57476 2.98023 0.0046
O -0.78610 0.59020 2.15128 0.0255
C -1.29679 1.57072 4.24302 0.0006
Cl -2.32649 0.24713 4.61245 0.0001
C -1.14570 2.62542 5.13153 0.0004
Cl -1.91552 2.55983 6.66785 0.0000
C 5.02176 0.47143 2.16806 -0.0060
C 3.68574 1.21975 2.23271 -0.0213
C 3.96322 2.68682 2.56641 0.0001
C 2.75149 0.53864 3.21823 -0.0172
C 2.91267 0.80760 4.57541 -0.0012
C 2.20659 0.11122 5.53628 0.0028
C 1.37234 -0.92074 5.14719 0.0003
C 1.17756 -1.22120 3.80463 -0.0091
C 0.37748 -2.43738 3.40560 -0.0013
C 1.31573 -3.59849 3.05029 0.0001
C -0.62590 -2.91889 4.44682 0.0006
C 1.80910 -0.43230 2.82893 -0.0611
N 1.50672 -0.59235 1.42600 0.2259
C 2.43276 -1.21186 0.70826 0.2391
C 2.32797 -1.18028 -0.68383 0.2510
N 1.31234 -0.53522 -1.26045 0.2184
C 1.44496 -0.53396 -2.69915 -0.0557
C 1.81397 0.63792 -3.38551 0.0365
C 2.00553 0.58076 -4.76144 -0.0049
C 1.86450 -0.59974 -5.46762 0.0050
C 1.52548 -1.74839 -4.78347 -0.0021
C 1.31236 -1.73973 -3.40773 -0.0524
C 0.96071 -3.05541 -2.74033 0.0241
C 2.10674 -4.06506 -2.85363 -0.0111
C -0.32247 -3.64859 -3.32236 0.0021
C 2.04096 1.98064 -2.71542 -0.0058
C 0.72381 2.56061 -2.22006 0.0035
C 3.10477 1.96313 -1.61952 -0.0294
H 5.69788 0.96565 1.46795 0.0001
H 4.90318 -0.56359 1.85053 -0.0025
H 5.49696 0.46465 3.15060 0.0006
H 3.22754 1.17949 1.24565 0.0558
H 4.64018 2.78087 3.41689 -0.0005
H 3.05496 3.23422 2.80432 0.0007
H 4.44398 3.17839 1.71856 -0.0005
H 3.60971 1.57473 4.88377 0.0006
H 2.33126 0.34712 6.58491 0.0002
H 0.86067 -1.50385 5.90024 0.0001
H -0.16123 -2.16491 2.50475 0.0087
H 1.91429 -3.87759 3.91956 0.0000
H 1.99690 -3.34155 2.24115 0.0105
H 0.73905 -4.47284 2.74101 0.0028
H -0.12141 -3.39685 5.28893 0.0003
H -1.28250 -3.66824 4.00135 0.0001
H -1.24158 -2.10929 4.83280 -0.0003
H 3.28547 -1.68693 1.18063 0.0847
H 3.09787 -1.64032 -1.29556 0.0246
H 2.28947 1.48714 -5.28222 0.0005
H 2.02221 -0.62237 -6.53765 0.0002
H 1.42177 -2.67967 -5.32626 -0.0001
H 0.78863 -2.85990 -1.68417 0.0261
H 2.29597 -4.32138 -3.89758 0.0000
H 1.85725 -4.98564 -2.32290 -0.0014
H 3.03686 -3.67475 -2.43830 0.0025
H -0.20370 -3.90365 -4.37633 0.0004
H -1.14909 -2.94204 -3.24098 0.0016
H -0.59606 -4.56383 -2.79313 -0.0003
H 2.41455 2.64514 -3.49979 -0.0003
H 0.19446 1.81623 -1.61710 0.0082
H 0.04493 2.77160 -3.04848 0.0013
H 0.86437 3.46935 -1.63492 -0.0015
H 2.75711 1.44521 -0.72688 0.0572
H 3.36792 2.98465 -1.33765 0.0008
H 4.01117 1.45924 -1.95841 -0.0049
```

spin multiplicity = 2
LUMO (spin up / spin down) = 0.473 / -0.648 eV
HOMO-LUMO gap (spin up / spin down) = 7.543 / 7.589 eV
HOMO energy (spin up / spin down) = -7.07 / -8.24 eV

(4)
DFT (ωB97M-V with the def2-TZVPD basis set) results for a cluster of 3 separate species, C21H49IN3O4 in total in a non-equilibrium geometry.

The geometry in XYZ format:
```
78
Properties=species:S:1:pos:R:3:mulliken_charge:R:1
C -5.42636 -8.63110 1.88989 -1.2819
C -4.15947 -9.48428 1.99464 -0.3985
C -2.88156 -8.63471 2.16171 -0.9895
I -1.31195 -10.38655 2.78818 -0.5080
C -2.85725 -7.44462 2.93978 0.3050
C -2.13316 -7.32628 4.25401 -0.5870
C -2.28425 -5.94726 4.93645 -0.8752
C -2.44897 -4.74474 4.00122 -0.6663
C -1.15851 -4.41043 3.24148 -0.6378
C -1.36948 -3.58049 1.97441 -0.3438
N -2.32400 -4.19098 1.05140 -0.4541
H -5.34234 -7.89918 1.07691 0.2954
H -6.29674 -9.26975 1.68650 0.4070
H -5.58834 -8.06814 2.81279 0.2798
H -4.05018 -10.06784 1.07169 0.3346
H -4.26668 -10.21756 2.80403 0.3333
H -2.51004 -8.41869 1.14935 0.5296
H -2.48972 -6.65778 2.26527 -0.2474
H -2.52906 -8.06630 4.96700 0.3221
H -1.05900 -7.57659 4.15449 0.3584
H -3.13879 -5.98259 5.62485 0.3790
H -1.39946 -5.74802 5.56323 0.2984
H -3.28116 -4.91863 3.31229 0.3181
H -2.71839 -3.87623 4.62272 0.3687
H -0.62815 -5.33717 2.99166 0.2641
H -0.49760 -3.82801 3.90104 0.4607
H -1.66429 -2.56111 2.27264 -0.1110
H -0.41256 -3.47839 1.45031 0.4308
H -2.07154 -4.07417 0.08225 0.1939
H -3.28188 -3.90881 1.19376 0.1876
C 2.24562 2.51299 -0.65811 -0.1806
O 2.15227 3.01932 0.65868 -0.3618
C 0.98395 3.78286 0.92525 -0.6338
C 0.01443 3.04089 1.82172 -0.1965
N -0.57926 1.91101 1.13344 -0.2832
C -1.36622 1.00925 1.96274 -0.8120
C -0.68739 0.32776 3.14797 -0.6051
O 0.25636 -0.66116 2.79092 -0.3188
C 1.53729 -0.19731 2.43061 -0.6309
H 3.27067 2.17236 -0.79768 0.2634
H 1.57342 1.66477 -0.83254 0.2543
H 2.02106 3.28260 -1.40177 -0.0751
H 0.49137 4.06340 -0.01259 0.2590
H 1.30116 4.69750 1.43410 0.3671
H -0.78284 3.73589 2.11133 0.3350
H 0.55172 2.76572 2.74054 0.1856
H 0.14359 1.38891 0.65772 0.0777
H -1.75864 0.22076 1.31599 0.4428
H -2.23229 1.56272 2.34512 0.4004
H -1.46640 -0.20053 3.70233 0.3930
H -0.23325 1.05074 3.83815 0.4125
H 1.83407 0.67355 3.02664 0.2993
H 1.61164 0.07276 1.37206 0.1739
H 2.23726 -1.01017 2.62135 0.3210
C 4.92146 8.31258 -4.43262 -0.6960
O 3.62269 8.50381 -4.94783 -0.3439
C 3.43981 8.09808 -6.29848 -0.7927
C 2.59416 6.84606 -6.39758 -0.1854
N 3.30026 5.69244 -5.87294 -0.2794
C 2.50865 4.48005 -5.72811 -0.7893
C 1.27028 4.51908 -4.83702 -0.4879
O 1.54498 4.62552 -3.45164 -0.4010
C 1.83827 5.92367 -2.97943 -0.6131
H 4.97994 8.86770 -3.49799 0.2363
H 5.14731 7.25963 -4.22798 0.2905
H 5.68496 8.69469 -5.11898 0.3357
H 4.40931 7.94124 -6.78299 0.4017
H 2.92591 8.91133 -6.81697 0.3897
H 2.36517 6.67034 -7.45498 0.3573
H 1.64005 7.04658 -5.89014 0.1657
H 3.72173 5.93090 -4.98596 0.0874
H 3.16708 3.69835 -5.34173 0.3794
H 2.19026 4.15646 -6.72610 0.4045
H 0.75414 3.56459 -4.95879 0.3680
H 0.56688 5.30491 -5.13892 0.3277
H 1.25474 6.68510 -3.50727 0.3634
H 2.89879 6.17821 -3.06786 0.1891
H 1.57430 5.94904 -1.92195 0.2388
```

charge = -1
LUMO = 1.695 eV
HOMO-LUMO gap = 3.791 eV
HOMO energy = -2.10 eV